# 1
DFT (ωB97M-V/def2-TZVPD) results for 2 unconnected molecules or ions with the total composition C4H11NS.

## Properties
Structure (SMILES): C=NC.CCS
Charge: 0
Kohn-Sham gap (Eh): 0.357
Energy relative to the best compared isomer or geometry (same formula, charge and spin) (kJ/mol): 127.8
HOMO level (eV): -8.71
Calculated total energy (Ha): -611.8935

Each line ends with the natural charge from an NBO analysis.
Cartesian coordinates (Å):
C  0.95745  0.84873  -2.51140  -0.4415
C  -0.85156  -0.57015  -2.28382  -0.0475
N  -0.14965  0.30887  -1.71638  -0.4073
H  1.87440  0.79420  -1.92515  0.2035
H  0.72143  1.89131  -2.71234  0.2122
H  1.04766  0.33415  -3.47237  0.1730
H  -0.47855  -1.27034  -3.04087  0.1447
H  -1.84276  -0.78240  -1.88168  0.1676
H  0.90645  -0.28076  0.31632  0.1298
C  -0.36512  0.59467  2.70568  -0.6192
C  -0.32006  -0.83879  2.21867  -0.4977
S  1.18413  -1.20890  1.24199  -0.0754
H  -0.32541  1.26691  1.85039  0.2146
H  0.44738  0.80355  3.40012  0.2121
H  -1.29032  0.76910  3.26111  0.2077
H  -1.15267  -1.06097  1.55037  0.2072
H  -0.36280  -1.59917  2.99937  0.2161

---

# 2
DFT (ωB97M-V/def2-TZVPD) results for C10H20N2O in the gas phase.

## Properties
Structure (SMILES): CCCC[C@H](N)C(=O)CNC1CC1
Charge: 0
Kohn-Sham gap (Eh): 0.342
Energy relative to the best compared isomer or geometry (same formula, charge and spin) (kJ/mol): 351.5
HOMO level (eV): -8.63
Calculated total energy (Ha): -577.6601

Each line ends with the natural charge from an NBO analysis.
Cartesian coordinates (Å):
O  -2.56231  0.33400  0.75575  -0.5312
C  -1.77240  -0.62428  0.75929  0.5939
N  0.38733  0.43320  1.75874  -0.6741
N  -2.52498  -2.48810  -0.77423  -0.8290
C  -0.79205  -0.56018  1.97120  -0.2971
C  -0.51327  2.47535  -1.64266  -0.6089
C  0.27424  1.33727  -2.32650  -0.3884
C  2.89194  0.51627  1.65411  -0.4322
C  2.53584  -0.91471  2.06052  -0.4372
C  0.23803  -0.00288  -1.58085  -0.4272
C  1.63004  0.27509  2.45941  -0.0686
C  -1.14790  -0.70450  -1.67924  -0.4023
C  -1.45947  -1.55491  -0.41765  -0.1453
H  0.15571  1.46736  1.52620  0.3941
H  -3.47233  -2.05974  -0.52799  0.3677
H  -2.59684  -2.64387  -1.79670  0.3643
H  -1.39056  -0.30618  2.78361  0.1952
H  -0.42355  -1.54051  2.21734  0.2036
H  -0.12773  2.45074  -0.61047  0.1986
H  -1.58900  2.17253  -1.79772  0.2050
H  -0.38952  3.46037  -2.15181  0.2127
H  -0.06766  1.20919  -3.30746  0.1893
H  1.32184  1.73810  -2.42417  0.1921
H  3.78832  1.01290  2.14368  0.2229
H  2.80097  0.53416  0.57966  0.2247
H  3.21943  -1.59372  2.77942  0.2316
H  2.12619  -1.36777  1.15497  0.2149
H  0.51525  0.13742  -0.52199  0.2274
H  1.05688  -0.61123  -1.99254  0.2018
H  1.48421  0.63016  3.50975  0.1976
H  -1.24661  -1.25421  -2.58966  0.2018
H  -1.87527  0.13077  -1.81578  0.2133
H  -0.47479  -2.08810  -0.15620  0.1889

---

no.,E_LUMO (eV)
1,0.993
2,0.681